The following is a DFT calculation (wB97M-V/def2-TZVPD) of C13H17BaBrN2 as an isolated structure in a non-equilibrium geometry.

- E (Ha) = -3214.529891
- energy above the lowest of the compared OMol25 structures with the same formula, charge and spin (eV) = 1.795
- E_HOMO (eV) = -5.97
- LUMO level (eV) = -0.5
- multiplicity = 1

```
34
Properties=species:S:1:pos:R:3:forces:R:3
N -1.37023 -0.12463 -0.10766 -0.550 0.275 0.297
H 3.50782 -0.61388 -1.79876 0.074 -0.594 0.166
Br 3.12410 -0.68455 1.97222 0.252 0.154 0.120
H -0.57858 -3.10957 1.13160 0.221 -0.330 -0.030
C -2.25337 -1.12370 -0.26597 -0.362 0.447 0.005
C -4.11971 0.33054 0.18755 0.458 -0.322 -0.179
H 4.38178 -2.10380 -2.01880 0.010 0.131 0.104
H -5.18616 0.51954 0.29354 0.222 -0.049 -0.032
C -0.12744 4.31791 1.38498 0.057 -0.484 -0.258
C -1.82026 1.10269 0.25459 -0.716 -0.951 -0.376
C -3.64138 -0.94381 -0.14181 0.529 0.487 0.125
H -4.29896 -1.78999 -0.29934 -0.012 0.122 0.070
H -3.52180 2.36479 0.64943 -0.140 -0.372 -0.046
H 1.49782 -2.02305 -2.70317 0.409 -0.322 0.297
H 1.05360 -3.88179 0.83899 -0.478 -0.230 0.058
H 3.74877 -1.81239 -0.41312 -0.261 0.161 -0.488
C -0.78919 2.13141 0.55617 0.826 0.859 0.169
C 1.46829 2.60855 0.81647 -0.426 0.271 -0.028
H -2.18411 3.68624 1.08802 0.271 0.151 0.105
N 0.50783 1.76190 0.42037 -0.368 0.365 0.364
C -3.20093 1.35951 0.38650 0.638 -0.085 -0.015
C 3.52446 -1.67812 -1.49209 1.037 -2.459 -2.488
H 2.03376 4.54462 1.57218 -0.223 -0.086 0.007
C 1.20287 3.90346 1.29015 -0.175 -0.420 -0.125
H 1.69776 -3.23316 -1.31941 -0.011 0.587 -0.080
H -0.38926 5.31285 1.74198 0.112 -0.227 -0.078
C 2.20889 -2.60196 -2.07848 3.039 -0.585 -1.415
Ba 1.45576 -0.93486 -0.48756 -4.869 2.730 4.266
H 2.49248 2.22017 0.77338 -0.362 0.193 -0.009
H -0.29667 -4.07849 -0.38786 0.039 -0.165 0.372
H -1.82276 -2.10862 -0.47723 -0.109 0.374 0.015
H 2.67456 -3.30129 -2.76783 -0.026 -0.093 -0.090
C -1.13499 3.42085 1.01862 0.413 -0.603 -0.169
C 0.15525 -3.43737 0.38235 0.483 1.067 -0.636
```
Positions in Å, forces in eV/Å.